Record 1
25
Properties=species:S:1:pos:R:3:forces:R:3:mulliken_charge:R:1 method="wB97M-V/def2-TZVPD" homo_lumo_gap_ev=8.578 largest_force_ev_per_a=5.31 smiles="O=C1C[C@H](P(=O)(O)O)[C@]([PH2]=S)(P(O)O)N1" energy_ev=-56787.7270 lumo_ev=-0.341 molar_mass_da=293.1
O -1.851313 1.087496 2.703300 3.1 -1.7 -3.3 -0.574
C -1.089649 0.824451 1.748840 -1.6 1.6 1.5 0.387
C -0.703334 1.900597 0.587805 -0.3 0.0 0.8 -0.844
C -0.411086 0.849756 -0.580537 2.0 -0.1 0.4 -0.277
P -2.122600 0.295425 -1.161052 -5.0 1.6 -0.6 0.966
O -3.227699 1.339683 -0.884875 3.7 -2.7 -0.3 -0.683
O -2.669969 -1.156832 -0.464059 2.2 1.7 -2.4 -0.450
O -2.060413 0.112899 -2.863622 1.4 -0.1 2.5 -0.537
C 0.503548 -0.184899 0.267126 0.1 0.0 0.2 0.271
P 2.198192 0.579731 0.761521 -0.3 1.4 2.5 0.122
S 2.221886 1.008862 2.690402 -0.1 -0.3 -0.5 -0.379
P 1.023317 -1.806530 -0.571729 -0.7 -2.8 -0.9 0.132
O 1.603306 -2.797628 0.725232 -0.6 1.6 -1.2 -0.527
O 2.424615 -1.548138 -1.542347 -1.3 0.2 1.4 -0.514
N -0.412905 -0.453803 1.419387 0.6 2.0 0.0 -0.263
H 0.171516 2.513072 1.021289 -0.7 -1.4 -0.9 0.303
H -1.469876 2.735550 0.394323 0.7 -2.0 0.2 0.357
H 0.259005 1.129085 -1.459398 -1.2 0.3 0.9 0.540
H -2.189115 -1.887983 -0.919650 -0.4 0.3 0.6 0.328
H -1.271951 0.597178 -3.206747 -0.8 -0.5 0.3 0.341
H 3.300852 -0.307338 0.541657 -0.7 0.4 -0.8 0.160
H 2.326539 1.847968 0.089182 0.2 -1.1 -0.5 0.113
H 1.042745 -3.598415 0.793137 0.4 0.7 -0.3 0.348
H 2.407546 -2.149029 -2.322414 -0.3 0.5 0.9 0.329
H -0.003156 -0.931157 2.233229 -0.2 0.4 -0.4 0.350

=====

Record 2
142
Properties=species:S:1:pos:R:3:forces:R:3:mulliken_charge:R:1 method="wB97M-V/def2-TZVPD" homo_lumo_gap_ev=4.527 largest_force_ev_per_a=2.19 de_lowest_kcal_mol=0.0 energy_ev=-74637.7687 lumo_ev=-4.869 molar_mass_da=856.9
In -0.100831 0.053760 -0.161339 -0.1 -0.7 0.7 0.922
O 1.364985 1.530483 -2.214482 -0.3 -0.3 0.1 -1.649
H 1.561808 2.427760 -2.547179 -0.9 0.1 1.0 0.218
O -0.862370 -2.767688 0.091882 0.8 1.3 0.1 -0.224
H -0.074025 -3.308319 0.293770 0.2 0.9 0.0 -0.129
O -0.402200 0.004214 2.794502 0.3 0.0 -0.5 -0.397
H -0.922843 -0.603929 3.354521 -0.3 -0.2 -1.1 0.047
C -2.276947 -6.196304 -2.897650 0.3 0.7 0.5 -1.477
C -2.106435 -5.111683 -1.765655 -0.9 -0.7 -1.7 0.317
O -0.762944 -4.728483 -1.627414 0.3 -1.2 -0.4 -0.524
H -1.853722 -5.904526 -3.858823 0.1 0.5 0.1 0.317
H -3.321856 -6.436819 -3.093600 -0.1 0.1 0.3 0.384
H -1.753893 -7.124774 -2.668616 0.0 0.0 0.4 0.338
H -2.602964 -5.473555 -0.865320 0.5 -0.3 0.4 0.200
H -2.632642 -4.182008 -1.982189 -0.7 -0.1 -0.5 0.157
H -0.810988 -4.061745 -0.938402 0.2 0.7 0.3 0.415
C 3.623436 3.900062 -2.825083 1.2 0.1 0.7 -0.501
C 4.459470 3.042302 -1.869044 -1.3 0.0 0.1 -0.367
O 3.517603 2.394919 -0.966647 2.0 0.7 0.0 -0.639
H 3.009539 4.575992 -2.229818 -0.1 0.1 -0.2 0.169
H 3.016747 3.245316 -3.450649 0.1 0.2 -0.2 -0.062
H 4.353272 4.451956 -3.417413 -0.4 0.2 -0.4 0.463
H 5.162868 3.632481 -1.281672 -0.2 0.0 0.1 0.491
H 5.013762 2.331561 -2.481987 0.0 -0.3 0.3 0.143
H 2.822706 2.077154 -1.547799 -0.6 -0.7 0.3 -0.158
C -0.019571 4.323451 -4.703400 -0.4 1.9 -0.3 -1.019
C 0.465444 3.016010 -5.147252 1.2 -1.3 -0.2 0.177
O -0.059481 1.987793 -4.366797 -1.9 -0.8 -0.4 -0.548
H 0.402823 5.136384 -5.294011 0.2 0.0 -0.2 0.476
H 0.204529 4.591630 -3.670951 0.0 -0.4 0.1 -0.011
H -1.092305 4.396102 -4.882451 -0.1 -0.1 0.3 0.268
H 1.534875 2.849976 -5.017427 0.5 0.8 -0.5 -0.132
H 0.235036 2.797578 -6.189992 -0.1 0.2 -0.1 0.443
H 0.574732 1.765178 -3.681365 0.1 -0.7 0.8 -0.002
C 3.530912 -2.690268 3.054956 1.3 -0.3 0.1 -1.174
C 3.307953 -1.376291 2.347311 -0.2 -0.1 0.5 -0.208
O 1.938737 -1.304415 1.966988 0.2 0.2 -1.0 0.758
H 4.535664 -2.707484 3.477181 0.3 0.1 0.0 0.453
H 3.537592 -3.475135 2.298620 -0.5 -0.3 0.3 0.214
H 2.904694 -2.911324 3.919296 -0.5 0.1 -0.4 0.164
H 3.953500 -1.332117 1.470153 -0.3 0.1 -0.2 0.234
H 3.587053 -0.530645 2.975875 -0.1 0.1 0.1 0.404
H 1.439300 -1.001859 2.728975 -0.5 0.3 0.1 -0.599
C 4.016354 -0.913089 -5.298616 -0.2 0.7 -0.1 -1.450
C 3.052097 0.175793 -4.795254 0.8 -0.5 0.0 0.266
O 3.387017 0.568344 -3.478300 1.4 -0.8 -0.3 -0.640
H 4.157658 -1.744671 -4.608247 -0.2 0.1 0.1 0.245
H 4.987592 -0.464329 -5.506974 0.1 -0.1 0.1 0.406
H 3.621376 -1.299056 -6.238367 0.1 -0.1 -0.1 0.394
H 2.032825 -0.203829 -4.866436 -0.2 0.2 0.1 -0.054
H 3.187002 1.061592 -5.415947 -0.3 0.0 -0.5 0.289
H 2.631178 0.986235 -3.059147 -1.1 0.2 0.3 0.554
C -3.556267 2.596500 -3.089375 -0.4 0.4 -0.9 -0.569
C -3.236898 1.111725 -2.997911 -0.4 0.6 0.1 -0.121
O -1.893990 1.018429 -2.589131 0.2 -0.8 1.5 0.447
H -2.731814 3.121554 -3.571762 0.1 0.0 -0.2 -0.148
H -3.706497 3.127282 -2.149271 -0.1 -0.5 0.2 -0.012
H -4.421544 2.776935 -3.727228 -0.2 0.0 0.1 0.484
H -3.270775 0.569881 -3.943084 -0.6 0.3 -0.4 0.382
H -3.963702 0.641793 -2.335320 0.5 -0.3 0.4 0.173
H -1.457847 1.541328 -3.265854 1.0 0.1 -0.2 -0.287
C -0.136270 -2.660144 -4.854913 -0.9 0.9 0.3 -1.246
C -0.887939 -1.577787 -4.003349 -0.2 -2.0 -0.4 0.106
O -0.581607 -1.804714 -2.628948 0.8 1.7 0.3 0.520
H 0.930698 -2.761499 -4.656400 0.0 0.3 0.2 0.169
H -0.276509 -2.420516 -5.908952 0.0 -0.2 -0.1 0.410
H -0.615907 -3.609845 -4.617998 0.2 -0.2 -0.2 0.277
H -1.954872 -1.797567 -4.041521 -0.3 0.1 -0.7 0.422
H -0.787800 -0.566137 -4.396608 0.7 0.1 0.8 -0.071
H -0.865101 -2.696802 -2.415879 0.1 -0.3 0.3 -0.404
C -1.734916 3.665768 5.748376 -0.2 -0.8 0.3 -1.452
C -1.250606 2.313848 5.182691 0.2 0.9 0.7 0.245
O -1.675415 2.135182 3.870283 -0.7 0.9 -0.6 -0.435
H -1.802285 3.624165 6.835503 0.2 -0.1 0.1 0.416
H -2.764484 3.834184 5.432592 0.1 0.2 -0.3 0.302
H -1.075957 4.503453 5.519974 -0.2 -0.1 -0.4 0.295
H -1.632814 1.470647 5.758045 0.0 0.0 0.6 0.226
H -0.161306 2.285271 5.209219 0.2 -0.1 0.3 0.181
H -1.194273 1.370631 3.545376 0.4 -0.6 -0.9 0.217
C -4.596069 -2.684527 2.605427 0.0 -0.2 -0.1 -1.022
C -4.387452 -3.222187 1.208966 -1.0 -0.3 -0.3 -0.232
O -3.606879 -2.402858 0.404549 0.5 0.8 -0.6 -0.543
H -3.651679 -2.595812 3.142400 -0.1 -0.3 0.2 0.090
H -5.307396 -3.364586 3.074081 0.2 0.1 0.5 0.468
H -5.042258 -1.690075 2.596203 -0.1 0.0 -0.2 0.215
H -5.337808 -3.255166 0.676205 -0.4 -0.2 0.2 0.499
H -4.004741 -4.242383 1.180135 0.2 -0.1 0.4 0.231
H -2.688843 -2.673409 0.479426 0.7 0.1 -0.1 -0.046
C 0.249529 4.729204 -0.780224 0.6 -0.8 0.6 -0.896
C -0.921147 3.802789 -1.083855 0.0 1.0 -0.1 0.428
O -1.186765 2.912266 0.017341 0.7 -0.8 -1.0 -0.475
H 0.428200 5.581194 -1.436193 -0.6 0.0 -0.1 0.445
H 1.178620 4.159971 -0.809542 0.1 -0.1 0.2 -0.220
H 0.118200 5.045251 0.254651 0.1 0.4 -0.1 0.464
H -0.735072 3.239500 -1.998283 -0.1 -0.4 0.4 -0.480
H -1.771717 4.449720 -1.298606 -0.5 -0.2 0.2 0.539
H -1.768589 3.269979 0.691970 0.0 0.2 0.0 0.120
C 1.495875 3.880326 2.717612 0.1 -0.8 0.1 -1.064
C 2.214525 2.544668 2.428373 -0.6 0.6 0.6 0.208
O 1.801850 2.104577 1.152361 -0.4 -0.7 -0.4 0.442
H 1.851775 4.313346 3.652448 0.0 0.2 0.0 0.471
H 0.416630 3.737736 2.772510 0.0 -0.2 0.2 0.010
H 1.655327 4.554904 1.876410 0.3 0.1 0.1 0.303
H 2.018469 1.740820 3.137937 -0.4 0.2 0.2 -0.156
H 3.292879 2.694801 2.480493 0.2 0.0 -0.3 0.371
H 2.491001 2.395096 0.550482 0.3 -0.1 -0.9 0.018
C -4.715585 2.025863 0.569364 0.5 0.3 0.5 -0.980
C -3.900884 1.069611 1.430273 0.5 0.6 -0.4 0.418
O -3.106594 0.255736 0.588940 0.6 -0.2 -0.3 0.499
H -5.332561 2.604327 1.256991 -0.3 0.2 -0.4 0.435
H -5.285105 1.567008 -0.238834 -0.3 -0.3 0.4 0.314
H -4.011810 2.679206 0.053689 0.0 0.2 0.1 -0.113
H -4.525375 0.495836 2.115046 0.0 -0.3 -0.1 0.206
H -3.167927 1.596219 2.041453 -0.4 0.4 0.3 -0.199
H -3.538960 -0.600078 0.541651 0.2 -1.0 -0.3 0.004
C 3.095403 -3.305630 -0.597273 0.1 -0.1 0.4 -0.983
C 3.018618 -2.393047 -1.769120 -0.1 -1.1 -1.3 -0.079
O 2.476040 -1.156003 -1.422241 -0.6 0.7 1.0 0.135
H 3.968299 -3.032285 -0.004443 -0.3 -0.1 0.4 0.312
H 3.184394 -4.353507 -0.883842 0.0 0.1 -0.1 0.484
H 2.157867 -3.172742 -0.057419 0.2 -0.1 0.4 -0.069
H 2.403039 -2.880487 -2.525136 -0.3 0.1 -0.2 -0.122
H 3.992233 -2.277145 -2.245289 0.2 0.3 0.1 0.467
H 2.905473 -0.489384 -1.963357 0.1 0.4 -0.4 0.210
C 1.054379 -0.085966 7.418898 0.0 0.6 0.4 -1.528
C 0.655561 -0.676882 6.084510 -1.1 -0.4 1.8 0.455
O 1.102620 0.091356 5.059954 1.6 0.8 -1.0 -0.378
H 2.102985 0.201705 7.494902 0.3 -0.8 -0.1 0.333
H 0.741797 -0.764223 8.212848 0.3 0.0 0.1 0.414
H 0.603121 0.883458 7.630282 -0.6 0.0 -0.3 0.293
H -0.434003 -0.697128 6.061370 -0.4 -0.2 0.1 0.213
H 0.954039 -1.725020 6.063922 0.4 -0.2 -0.3 0.094
H 0.515010 0.002621 4.306008 -0.2 0.2 -0.8 0.034
C -0.483187 -4.236237 4.733278 -0.2 0.4 -1.4 -1.393
C -0.190652 -3.862568 3.260184 0.0 -1.1 0.7 0.813
O -1.282261 -4.159754 2.389528 0.2 0.1 1.1 -0.543
H -0.700373 -5.302580 4.795263 0.2 0.0 0.2 0.400
H -1.359210 -3.694922 5.090585 0.1 0.1 0.2 0.296
H 0.410889 -3.948134 5.286198 -0.2 -0.2 0.3 0.317
H 0.650585 -4.489643 2.964905 0.3 0.0 -0.1 0.293
H 0.162007 -2.833485 3.191455 -0.3 0.2 -0.1 -0.287
H -1.095761 -3.644488 1.601305 -0.4 0.4 -0.5 0.160

=====

Record 3
89
Properties=species:S:1:pos:R:3:forces:R:3:mulliken_charge:R:1 method="wB97M-V/def2-TZVPD" homo_lumo_gap_ev=5.296 largest_force_ev_per_a=1.45 energy_ev=-76358.7049 lumo_ev=2.054 charge=-1 molar_mass_da=825.8
Cs -0.619915 0.841455 -1.135518 -0.5 0.4 -0.2 1.496
C 1.037524 -2.233129 -3.523568 -0.2 0.2 0.1 -1.849
Si 1.703337 -1.262975 -1.976327 0.4 -1.2 -0.8 -0.394
C 2.054499 -2.742429 -0.834817 -0.1 0.3 -0.1 0.911
C 3.322125 -3.089267 -0.383517 0.3 -0.1 0.1 -0.167
C 3.511903 -4.160544 0.465506 0.1 -0.1 0.0 -0.836
C 2.431118 -4.924696 0.878735 -0.1 -0.1 0.2 -0.988
C 1.156266 -4.575950 0.473281 0.1 -0.1 0.1 0.203
C 0.970051 -3.477702 -0.359306 -0.1 -0.2 0.0 -0.017
P -0.699640 -2.959992 -0.893908 -0.3 -0.4 0.4 0.118
C -1.362552 -4.634024 -1.300958 -0.1 0.1 -0.2 0.608
C -1.936761 -5.501292 -0.373721 0.1 0.0 0.0 -0.177
C -2.387982 -6.747881 -0.763063 -0.1 -0.2 0.0 -0.839
C -2.284686 -7.152556 -2.083388 0.0 -0.1 0.0 -0.536
C -1.705023 -6.303880 -3.011268 0.0 -0.2 -0.1 -0.670
C -1.251855 -5.056496 -2.623487 0.0 0.1 0.0 -0.574
C -1.542041 -2.752958 0.720381 0.1 0.2 -0.1 1.019
C -2.929143 -2.892567 0.765291 0.1 0.1 0.0 -1.051
C -3.598373 -2.828852 1.971273 -0.1 0.0 0.0 -0.621
C -2.896961 -2.577962 3.141209 0.0 0.0 0.1 -0.735
C -1.531952 -2.350128 3.090620 0.0 0.0 0.2 -0.488
C -0.854727 -2.434096 1.885295 0.0 -0.1 -0.1 -0.491
C 3.436417 -0.861127 -2.668868 -0.3 0.1 0.2 -0.322
C 4.183623 -1.569384 -3.597589 0.2 -0.2 -0.2 0.124
C 5.395520 -1.082484 -4.052555 0.2 -0.1 -0.1 -0.843
C 5.878701 0.132929 -3.593375 0.2 0.1 0.0 -0.743
C 5.150147 0.856514 -2.668245 0.2 0.2 -0.1 -0.279
C 3.935702 0.357704 -2.216726 0.1 0.1 -0.1 0.318
P 2.893632 1.121069 -0.938279 0.2 1.0 0.5 -0.426
C 3.519668 0.204080 0.508796 0.0 0.0 0.1 1.177
C 2.670080 -0.118831 1.559157 0.0 0.1 -0.2 -0.733
C 3.161218 -0.768826 2.676215 0.0 -0.1 0.3 -0.396
C 4.504919 -1.099488 2.754727 -0.1 -0.1 0.1 -0.689
C 5.357353 -0.781652 1.710503 0.2 0.0 0.1 -0.770
C 4.870057 -0.128402 0.595315 -0.1 0.0 0.0 -0.348
C 3.866194 2.684766 -0.686731 -0.3 0.1 -0.1 0.135
C 4.588188 3.087448 0.433848 -0.1 -0.3 -0.2 -0.269
C 5.222585 4.318747 0.449312 0.1 0.2 0.1 -0.681
C 5.130878 5.176351 -0.634888 0.0 0.1 0.1 -0.474
C 4.362060 4.812429 -1.731310 0.1 0.1 -0.1 -0.608
C 3.726440 3.588493 -1.743360 0.0 -0.1 0.0 -0.344
H 1.479481 -3.222490 -3.625014 0.1 -0.2 0.0 0.434
H 1.236176 -1.676880 -4.437191 0.1 0.1 -0.2 0.553
H -0.039404 -2.363818 -3.451144 -0.2 0.0 -0.1 0.428
H 4.174905 -2.513453 -0.713758 0.1 0.0 0.0 0.413
H 4.507894 -4.428963 0.788205 0.1 0.0 0.1 0.432
H 2.586780 -5.787390 1.514059 0.0 0.0 0.1 0.392
H 0.312129 -5.160284 0.816831 0.0 0.0 0.0 0.361
H -2.034615 -5.206162 0.662023 0.0 0.0 0.0 0.368
H -2.820837 -7.409930 -0.026055 -0.1 -0.1 0.0 0.390
H -2.656157 -8.123212 -2.382088 0.0 -0.1 0.0 0.370
H -1.606959 -6.620951 -4.040140 0.0 0.0 -0.1 0.419
H -0.796504 -4.401018 -3.352178 0.0 0.0 -0.1 0.134
H -3.473624 -3.093826 -0.150547 0.0 0.0 0.0 0.550
H -4.666933 -2.987763 1.999359 -0.1 0.0 0.0 0.462
H -3.421647 -2.551357 4.086322 0.0 0.1 0.0 0.360
H -0.984347 -2.125092 3.995301 0.0 0.0 0.1 0.414
H 0.217204 -2.284503 1.846382 0.0 0.0 0.1 0.353
H 3.837054 -2.525536 -3.965674 -0.1 -0.1 0.0 0.361
H 5.984751 -1.651684 -4.760038 0.0 -0.1 -0.1 0.386
H 6.829192 0.508196 -3.952283 0.0 0.0 0.0 0.396
H 5.529112 1.802874 -2.305909 0.0 0.0 0.0 0.367
H 1.621113 0.151560 1.504640 0.0 0.0 0.0 0.462
H 2.501586 -1.015018 3.497138 -0.1 0.0 0.0 0.417
H 4.888013 -1.604223 3.630429 0.0 -0.1 0.1 0.354
H 6.405727 -1.043090 1.769781 0.1 0.0 0.0 0.405
H 5.535441 0.134484 -0.217381 0.0 -0.1 0.0 0.412
H 4.680119 2.432299 1.290561 0.0 0.0 0.0 0.353
H 5.805119 4.603996 1.315847 0.0 0.0 0.0 0.387
H 5.645033 6.128227 -0.618353 0.0 0.0 0.0 0.375
H 4.263151 5.481159 -2.576116 0.0 0.1 0.0 0.380
H 3.127253 3.291495 -2.599616 0.0 0.1 0.0 0.327
C -6.611818 1.382475 0.000492 -0.3 0.2 0.0 -0.472
C -5.622398 0.390461 0.012985 0.2 -0.4 0.0 -0.564
C -4.310932 0.731835 0.196185 -0.1 -0.3 -0.1 -0.003
C -3.895874 2.072416 0.348872 0.1 0.4 0.0 0.507
C -2.501709 2.379707 0.497569 -0.1 0.3 0.6 -1.433
C -2.248811 3.736308 0.667228 0.3 -0.5 0.0 -0.417
C -3.228197 4.742870 0.654032 -0.2 0.3 -0.1 -0.625
C -4.547166 4.423027 0.483440 0.0 0.3 0.1 -0.793
C -4.915116 3.071168 0.345868 0.1 -0.2 -0.1 1.274
C -6.261933 2.691072 0.179899 -0.3 0.0 0.0 -0.842
H -7.646804 1.102296 -0.149880 -0.1 0.0 0.0 0.350
H -5.896797 -0.649180 -0.117497 0.0 -0.1 0.0 0.421
H -3.552431 -0.043702 0.241478 0.0 0.0 0.0 0.278
H -1.220912 4.063443 0.829386 0.0 0.1 -0.1 0.402
H -2.924732 5.781793 0.762919 -0.1 0.0 0.0 0.342
H -5.322585 5.184208 0.447916 0.1 0.0 0.0 0.310
H -7.017135 3.468993 0.195398 -0.1 0.0 0.0 0.307

=====

Record 4
12
Properties=species:S:1:pos:R:3:forces:R:3:mulliken_charge:R:1 method="wB97M-V/def2-TZVPD" homo_lumo_gap_ev=8.380 largest_force_ev_per_a=0.49 de_lowest_kcal_mol=160.9 energy_ev=-8333.4834 lumo_ev=0.068 molar_mass_da=86.1
C -1.375257 2.190404 0.568791 0.1 0.3 0.0 -0.102
O -0.761370 3.229629 0.532125 -0.2 -0.4 0.0 -0.443
C 0.333862 0.188386 -0.388641 0.3 -0.1 -0.1 -0.558
C 1.284770 -0.808910 -0.110166 0.1 0.0 0.0 0.074
C 0.417360 -1.973125 0.090313 0.1 -0.1 0.2 -0.197
O -0.037111 -1.280575 -1.097683 -0.2 -0.1 -0.2 -0.264
H -1.442711 1.570339 1.482637 0.1 0.1 -0.1 0.253
H -1.946706 1.806549 -0.296946 0.1 0.1 0.1 0.257
H 0.672179 0.857267 -1.189286 0.0 -0.1 0.1 0.220
H 2.347799 -0.875103 -0.360840 -0.1 0.1 0.1 0.262
H -0.305129 -1.940811 0.906744 0.1 0.0 -0.1 0.239
H 0.812315 -2.964051 -0.137048 0.0 0.1 0.0 0.259

=====

Record 5
13
Properties=species:S:1:pos:R:3:forces:R:3:mulliken_charge:R:1 method="wB97M-V/def2-TZVPD" homo_lumo_gap_ev=9.194 largest_force_ev_per_a=2.27 smiles="S=CNOCOC=S" de_lowest_kcal_mol=89.4 energy_ev=-30444.2305 lumo_ev=0.239 molar_mass_da=151.2
S -0.642911 -1.983037 -1.752863 -0.3 0.1 0.9 -0.301
C -1.486168 -1.193530 -0.561673 -0.3 0.4 -1.4 -0.068
N -1.104123 -0.797604 0.664258 0.6 -1.0 -1.6 -0.053
O 0.179007 -1.148113 1.140162 0.1 1.1 -1.2 -0.266
C 1.146946 -0.360609 0.381120 0.2 0.3 1.7 -0.156
O 1.065328 1.000481 0.865184 0.1 -2.1 -0.2 -0.243
C 0.742530 1.822599 -0.088469 -0.3 1.6 -1.6 0.143
S 0.442896 3.363764 0.256243 -0.2 0.4 -0.4 -0.290
H -2.477624 -0.785679 -0.907141 0.8 -0.4 1.1 0.278
H -1.767555 -0.316762 1.235808 0.4 0.3 0.9 0.242
H 2.184323 -0.647769 0.609893 -0.8 -0.7 0.2 0.285
H 0.976742 -0.350715 -0.689929 -0.2 -0.5 0.1 0.197
H 0.740610 1.396973 -1.152594 -0.1 0.6 1.5 0.230